{"formula": "C3H3GaLiO2", "method": "ωB97M-V/def2-TZVPD", "homo_ev": [-19.86, -19.01], "de_lowest_kcal_mol": 0.0, "gap_ev": [9.6, 5.3], "s2": 0.772, "e_tot_ha": -2198.10598, "spin_multiplicity": 2, "charge": 2, "species": ["H", "O", "C", "C", "C", "O", "Li", "Ga", "H", "H"], "xyz": [[2.2523, 0.2283, -0.6733], [-1.0219, -0.6281, -0.3753], [0.0049, 0.1988, -0.1958], [0.0524, 1.5128, -0.5005], [1.2969, -0.2610, -0.9448], [1.2841, -1.3285, -1.5443], [-0.4196, -2.1386, -1.3818], [-2.6816, -0.2788, -0.1332], [-0.8502, 2.1021, -0.6688], [0.5842, 1.8208, 0.4815]], "forces_ev_per_a": [[-0.4887, 0.2622, -0.5009], [3.9130, -1.5910, 0.2224], [0.2546, -0.3968, -4.1095], [-1.2222, 1.0631, 5.1228], [1.8255, -2.6607, 1.7592], [-0.7702, 1.7970, 0.2822], [0.4204, -0.9759, -0.5263], [-4.9073, 1.2726, 0.7056], [0.0709, 0.2789, -0.8424], [0.9040, 0.9505, -2.1131]]}

---

{"formula": "C32H27BrClN2O2Os", "method": "ωB97M-V/def2-TZVPD", "homo_ev": [-10.65, -11.24], "de_lowest_kcal_mol": 9.1, "gap_ev": [7.0, 4.6], "s2": 6.078, "e_tot_ha": -4620.20190, "spin_multiplicity": 5, "charge": 1, "species": ["Os", "Br", "C", "C", "C", "C", "C", "C", "C", "C", "C", "C", "H", "H", "H", "H", "H", "H", "C", "C", "C", "C", "C", "C", "C", "C", "C", "C", "N", "C", "C", "C", "C", "C", "N", "H", "H", "H", "H", "H", "H", "H", "H", "H", "H", "H", "H", "H", "H", "H", "H", "H", "Cl", "C", "C", "C", "C", "C", "C", "C", "O", "O", "H", "H", "H", "H"], "xyz": [[0.1085, -0.9557, 0.1731], [-0.2928, 1.1393, 1.5675], [-0.9279, 0.2096, 3.1305], [-1.3406, 0.9352, 4.2121], [-1.8080, 0.2367, 5.3393], [-1.8474, -1.1299, 5.3303], [-1.4209, -1.8714, 4.2053], [-1.4753, -3.2837, 4.1963], [-1.0605, -3.9830, 3.1008], [-0.5681, -3.3128, 1.9669], [-0.4952, -1.9261, 1.8900], [-0.9314, -1.1988, 3.0532], [-1.3101, 2.0144, 4.2077], [-2.1341, 0.7918, 6.2065], [-2.2121, -1.6686, 6.1941], [-1.8491, -3.7962, 5.0721], [-1.1031, -5.0630, 3.0971], [-0.2409, -3.9160, 1.1310], [-4.3880, -2.3241, 0.3557], [-3.8103, -0.9121, 0.3544], [-3.7091, -0.3322, -1.0216], [-4.7529, 0.4486, -1.4914], [-4.7504, 0.9435, -2.7854], [-3.6949, 0.6522, -3.6272], [-2.6242, -0.1338, -3.2158], [-1.5132, -0.3421, -4.2187], [-1.9217, -1.2547, -5.3787], [-2.6419, -0.6291, -1.8922], [-1.5581, -1.4207, -1.4206], [-1.2093, -2.5026, -2.0526], [-0.0058, -3.1665, -1.6870], [0.6819, -4.2485, -2.2228], [1.8998, -4.3348, -1.5188], [1.9164, -3.3085, -0.5919], [0.7603, -2.5886, -0.6725], [-4.5030, -2.6929, 1.3744], [-3.7332, -3.0114, -0.1806], [-5.3630, -2.3437, -0.1293], [-2.8297, -0.9493, 0.8176], [-4.4201, -0.2525, 0.9753], [-5.5794, 0.6684, -0.8294], [-5.5687, 1.5560, -3.1352], [-3.6814, 1.0557, -4.6307], [-0.5996, -0.7192, -3.7468], [-1.2484, 0.6404, -4.6220], [-2.2324, -2.2419, -5.0358], [-1.0935, -1.3827, -6.0731], [-2.7608, -0.8340, -5.9297], [-1.8141, -2.8995, -2.8566], [0.3500, -4.8802, -3.0269], [2.6794, -5.0581, -1.6741], [2.6722, -3.0511, 0.1325], [-0.5315, 4.1750, -6.3580], [0.0196, 3.0508, -5.1698], [1.0499, 2.1730, -5.4884], [1.4711, 1.2612, -4.5407], [0.8800, 1.2408, -3.2779], [-0.1374, 2.1379, -2.9686], [-0.5783, 3.0419, -3.9160], [1.2930, 0.1843, -2.3158], [1.9360, -0.8002, -2.6306], [0.8750, 0.4162, -1.0665], [1.5027, 2.2067, -6.4684], [2.2544, 0.5515, -4.7683], [-0.5966, 2.1158, -1.9906], [-1.3758, 3.7356, -3.6948]], "forces_ev_per_a": [[0.2965, 0.9014, 1.3288], [-0.3709, 0.1408, 0.3274], [-0.0034, 0.0957, 0.0151], [0.1298, -0.1381, -0.3186], [-0.0101, -0.1438, 0.0337], [-0.0066, 0.1281, 0.0293], [0.0737, 0.1271, -0.1343], [0.0192, -0.0944, -0.0720], [-0.0067, -0.0407, 0.0854], [0.0000, 0.3311, -0.0447], [-0.0791, -0.1301, 0.1153], [-0.0684, 0.0395, 0.0013], [0.0069, 0.0556, -0.0195], [-0.0156, 0.0145, 0.0277], [-0.0120, -0.0222, 0.0380], [-0.0184, -0.0280, 0.0363], [-0.0011, -0.0511, 0.0163], [-0.0414, -0.0373, 0.0013], [-0.0829, -0.0107, -0.0025], [0.1384, -0.0434, 0.2164], [0.0582, 0.1273, 0.0365], [0.0846, -0.0010, -0.0793], [0.0043, -0.0332, 0.0086], [0.0548, 0.0475, 0.0696], [-0.0058, -0.1083, -0.0120], [0.0516, -0.2496, -0.0693], [-0.0001, 0.0075, 0.1030], [0.0109, -0.1641, -0.3403], [-0.0142, -0.3731, -0.2178], [-0.4229, 0.3339, -0.0763], [0.2569, 1.4047, 1.0408], [1.9951, -1.2574, 0.2617], [-1.4769, -1.3261, -2.1287], [-1.3857, 1.9322, 0.9393], [0.6628, -1.3212, -0.7474], [0.0136, -0.0226, 0.0103], [0.0283, -0.0624, -0.0271], [-0.0518, -0.0279, -0.0077], [0.2713, 0.0445, 0.1251], [-0.0394, -0.0377, -0.0643], [-0.0314, -0.0145, 0.0383], [-0.0426, 0.0368, -0.0122], [0.0154, 0.0319, -0.0579], [-0.2746, -0.0368, -0.1337], [-0.0971, -0.2454, -0.0153], [-0.0038, -0.0788, 0.0350], [0.0432, 0.0126, -0.0327], [-0.0423, 0.0289, -0.0302], [-0.0756, -0.0348, -0.2157], [-0.0069, -0.0824, -0.0630], [0.0678, -0.0543, -0.0408], [0.0409, 0.0498, -0.0157], [-0.0305, 0.0569, -0.0679], [0.0168, -0.0414, 0.0760], [-0.1016, 0.0655, -0.0201], [-0.0723, 0.0028, 0.2082], [0.2718, 0.1127, -0.1093], [0.2556, 0.0518, 0.1162], [0.0789, 0.0809, -0.1243], [0.2447, -0.0080, 0.4151], [-0.3075, 0.2441, -0.0047], [0.0298, -0.2064, -0.4542], [0.0009, 0.0167, -0.0340], [0.0109, -0.0160, 0.0143], [-0.0031, -0.0147, 0.0253], [-0.0312, 0.0352, -0.0024]]}

---

{"formula": "C28H24GaGeN4O3S2", "method": "ωB97M-V/def2-TZVPD", "homo_ev": -16.23, "de_lowest_kcal_mol": 3.1, "gap_ev": 6.8, "e_tot_ha": -6323.36019, "charge": 3, "species": ["Ga", "C", "N", "C", "C", "N", "C", "S", "C", "C", "C", "C", "C", "N", "H", "H", "H", "H", "H", "H", "H", "H", "H", "O", "S", "O", "N", "C", "O", "C", "C", "C", "C", "C", "C", "H", "H", "H", "H", "Ge", "C", "C", "C", "C", "C", "C", "C", "C", "C", "C", "C", "C", "H", "H", "H", "H", "H", "H", "H", "H", "H", "H", "H"], "xyz": [[-0.4279, 0.8044, 0.4731], [1.2336, 5.0256, 2.4913], [-0.0607, 4.6551, 1.9041], [-0.9874, 5.5710, 1.4467], [-2.0499, 4.8803, 1.0021], [-1.7798, 3.5287, 1.2112], [-0.5357, 3.4223, 1.7573], [0.3318, 1.9903, 2.2256], [-2.7340, 2.5234, 0.8885], [-4.0759, 2.8107, 1.0418], [-5.0156, 1.8946, 0.5921], [-4.5902, 0.7102, 0.0074], [-3.2392, 0.4667, -0.0666], [-2.3190, 1.3514, 0.3709], [1.0883, 5.3242, 3.5273], [1.6451, 5.8528, 1.9201], [1.9058, 4.1746, 2.4419], [-0.7997, 6.6308, 1.4690], [-2.9546, 5.2189, 0.5307], [-4.3841, 3.7349, 1.5083], [-6.0709, 2.1113, 0.6957], [-5.2923, -0.0169, -0.3747], [-2.8504, -0.4479, -0.4933], [0.0300, 2.5722, -0.8786], [0.2238, 1.7415, -2.0714], [-0.7412, 1.8361, -3.1024], [0.2329, 0.2264, -1.3058], [1.4116, -0.4028, -1.5490], [1.6695, -1.5598, -1.1283], [2.3650, 0.3822, -2.3260], [3.6187, -0.0115, -2.7670], [4.3429, 0.8901, -3.5397], [3.8175, 2.1331, -3.8767], [2.5477, 2.5317, -3.4532], [1.8622, 1.6400, -2.6611], [4.0123, -0.9877, -2.5172], [5.3263, 0.6184, -3.8983], [4.4005, 2.8051, -4.4925], [2.1344, 3.4884, -3.7413], [0.3865, -2.9983, -0.8832], [-0.7704, -2.2480, 0.5079], [-0.3184, -1.3129, 1.4784], [-1.1304, -0.9996, 2.5882], [-2.3999, -1.5439, 2.7011], [-2.8482, -2.4366, 1.7385], [-2.0402, -2.7843, 0.6533], [1.4255, -4.4945, -0.3962], [1.8836, -5.3513, -1.4013], [2.6470, -6.4564, -1.0612], [2.9466, -6.7058, 0.2714], [2.4863, -5.8601, 1.2748], [1.7224, -4.7548, 0.9452], [-0.2961, -2.9500, -2.2446], [0.7540, -1.1030, 1.5460], [-0.7502, -0.3575, 3.3712], [-3.0153, -1.3131, 3.5603], [-3.8239, -2.8948, 1.8441], [-2.4117, -3.5139, -0.0584], [1.6441, -5.1674, -2.4423], [3.0024, -7.1262, -1.8320], [3.5391, -7.5722, 0.5332], [2.7193, -6.0700, 2.3096], [1.3566, -4.1059, 1.7337]], "forces_ev_per_a": [[-0.0299, -0.1663, 0.0360], [0.0097, 0.0004, 0.0251], [0.0458, -0.0088, 0.0257], [-0.0192, -0.0043, -0.0179], [-0.0181, 0.0471, -0.0033], [0.0863, -0.0438, 0.0501], [-0.0604, -0.0469, -0.0636], [-0.0718, 0.0065, -0.0596], [-0.0078, 0.0335, 0.0089], [0.0242, -0.0308, -0.0047], [-0.0039, -0.0205, -0.0116], [-0.0210, 0.0245, 0.0108], [0.0194, -0.0013, -0.0128], [-0.0196, 0.0233, 0.0197], [0.0031, -0.0045, -0.0001], [-0.0064, 0.0021, -0.0015], [0.0094, 0.0088, -0.0139], [0.0002, 0.0010, 0.0003], [0.0015, 0.0025, -0.0074], [-0.0027, 0.0023, 0.0022], [-0.0007, -0.0023, 0.0050], [-0.0006, 0.0010, -0.0075], [0.0110, -0.0011, 0.0022], [0.0568, 0.1850, 0.0400], [-0.1704, -0.1380, -0.0795], [0.0257, 0.0174, -0.0200], [0.1428, 0.1906, 0.0981], [-0.0515, -0.1756, 0.0567], [0.0138, 0.0672, 0.0272], [0.0033, 0.0103, -0.0649], [-0.0221, 0.0017, 0.0155], [0.0150, -0.0196, 0.0071], [-0.0044, 0.0417, -0.0203], [0.0112, -0.0335, 0.0328], [0.0379, 0.0440, -0.0602], [0.0063, 0.0002, -0.0083], [-0.0014, -0.0122, 0.0059], [-0.0037, 0.0019, 0.0011], [-0.0060, 0.0008, -0.0030], [-0.0546, 0.0035, -0.0182], [0.0798, 0.0874, 0.1161], [0.0143, -0.0513, -0.0662], [-0.0504, -0.0206, -0.0016], [0.0266, 0.0256, 0.0382], [0.0060, -0.0242, -0.0222], [-0.0230, -0.0450, -0.0439], [-0.0008, -0.0222, 0.0129], [0.0081, 0.0003, -0.0013], [-0.0093, 0.0101, -0.0061], [0.0057, -0.0046, 0.0214], [0.0032, -0.0142, -0.0101], [-0.0142, 0.0344, -0.0101], [0.0215, 0.0014, -0.0153], [-0.0045, 0.0159, -0.0127], [0.0009, 0.0066, 0.0048], [0.0045, 0.0021, 0.0032], [-0.0044, -0.0001, -0.0087], [-0.0106, -0.0005, 0.0091], [0.0014, -0.0056, -0.0002], [-0.0014, 0.0012, -0.0037], [0.0002, -0.0005, 0.0005], [0.0005, -0.0009, 0.0015], [-0.0011, -0.0034, 0.0023]]}

---

{"formula": "C4H11NO2", "method": "ωB97M-V/def2-TZVPD", "homo_ev": [0.05, -3.46], "de_lowest_kcal_mol": 21.6, "gap_ev": [3.8, 7.2], "s2": 0.754, "e_tot_ha": -364.20428, "spin_multiplicity": 2, "charge": -1, "species": ["O", "C", "C", "C", "C", "N", "H", "H", "H", "H", "H", "H", "H", "H", "H", "H", "H", "O"], "xyz": [[-0.5117, -2.8508, 0.6978], [-0.3486, -1.7842, 1.4307], [0.5719, -0.6496, 1.0120], [-0.1866, 0.6398, 0.5919], [0.6489, 1.5848, -0.2396], [-0.1974, 2.7111, -0.7468], [-1.0132, -1.5714, 2.2943], [1.2162, -0.3532, 1.8591], [1.2127, -1.0076, 0.2036], [-0.5568, 1.1020, 1.5065], [-1.0657, 0.3533, 0.0138], [1.5030, 2.0289, 0.2710], [1.0397, 1.0430, -1.1028], [0.3756, 3.4990, -1.0368], [-0.6402, 2.3862, -1.6049], [-0.2550, -2.4700, -1.0582], [-1.3026, -2.5643, -2.1454], [-0.4903, -2.0972, -1.9461]], "forces_ev_per_a": [[0.0158, -0.0080, -0.3593], [0.3236, 0.2143, 0.3104], [-0.6300, 0.0573, 0.4241], [0.3902, -0.6310, 0.1027], [-0.5259, 0.7275, -0.6362], [0.1278, -0.0598, -0.1659], [0.1127, -0.1276, -0.2358], [0.1606, -0.0632, -0.1540], [0.0290, 0.0032, -0.0878], [-0.0373, 0.3147, -0.0378], [-0.0129, -0.0485, -0.1390], [-0.0002, -0.1413, 0.3406], [0.2276, -0.2672, 0.0823], [0.0714, -0.1402, 0.0754], [-0.1183, 0.0900, 0.2518], [-0.3033, 0.2020, 0.4852], [-0.1521, -0.0075, 0.0093], [0.3214, -0.1147, -0.2658]]}

---

{"formula": "N3O7S2", "method": "ωB97M-V/def2-TZVPD", "homo_ev": [-4.12, -4.11], "de_lowest_kcal_mol": 16.6, "gap_ev": [7.6, 7.6], "e_tot_ha": -1487.10693, "charge": -1, "species": ["N", "N", "N", "O", "O", "O", "O", "O", "O", "O", "S", "S"], "xyz": [[1.0451, -1.8810, -0.0155], [0.2524, -0.0558, 0.1290], [-2.6155, 0.5005, 0.3224], [2.3753, 1.3131, 0.9468], [0.9932, -2.4100, 1.0279], [-3.6265, -0.1102, 0.4144], [-2.0387, 1.1197, 1.1327], [2.4471, -0.9190, -0.1165], [1.7855, 1.0243, -1.4924], [-2.0424, 0.2788, -1.0216], [-0.3691, 0.6310, -1.2369], [1.7936, 0.5086, -0.0903]], "forces_ev_per_a": [[-1.4548, -1.6136, 1.6910], [1.1770, 0.2258, 0.4676], [0.4282, -0.9573, -2.1121], [-0.3715, 0.0001, -0.5119], [0.3368, 1.1576, -2.0010], [-1.4625, -0.4875, 0.3298], [0.8413, 1.1622, 0.5500], [0.9093, 1.8098, 0.5151], [0.9217, 0.1323, 1.7408], [0.0409, 0.0327, 1.5773], [-2.4106, 0.7309, -1.3915], [1.0441, -2.1931, -0.8550]]}